Arrangement A

{
  "formula": "C7H10O2",
  "method": "ωB97M-V/def2-TZVPD",
  "homo_lumo_gap_ev": [8.11, 8.11],
  "lumo_ev": [0.61, 0.61],
  "homo_ev": [-7.501, -7.498],
  "elements": ["C", "C", "C", "C", "C", "C", "C", "O", "O", "H", "H", "H", "H", "H", "H", "H", "H", "H", "H"],
  "coordinates": [[1.01234, -0.55901, 1.04421], [1.74113, -1.60404, 1.12958], [-1.15402, -0.73990, -2.70960], [-0.37135, -0.43531, -1.73018], [-0.13979, 0.08223, 1.87595], [-0.99870, 0.93458, 0.91738], [0.05818, 1.25605, -0.23715], [0.74092, 2.42729, -0.11912], [-0.16709, 0.90752, -1.54810], [2.43493, -1.86210, 0.30832], [1.66454, -2.35021, 1.91169], [-1.31111, -1.78026, -3.02171], [-1.69179, 0.06023, -3.09061], [0.21966, -1.00665, -0.99130], [-0.72366, -0.62853, 2.65473], [0.38380, 0.73837, 2.62840], [-1.73711, 0.23245, 0.31069], [-1.60650, 1.75148, 1.24375], [1.64562, 2.57581, -0.57691]]
}


Arrangement B

{
  "formula": "C7H10O2",
  "method": "ωB97M-V/def2-TZVPD",
  "homo_lumo_gap_ev": 10.19,
  "lumo_ev": 0.80,
  "homo_ev": -9.390,
  "smiles": "O[C@@H]1C[C@H]2OC[C@H]3[C@@H]2[C@H]31",
  "elements": ["C", "C", "C", "C", "C", "C", "C", "H", "H", "H", "H", "H", "H", "H", "H", "H", "H", "O", "O"],
  "coordinates": [[-0.11002, -0.68797, -1.58574], [1.24649, -1.11054, -0.82002], [0.91500, -0.39182, 0.46086], [-0.18282, 0.54377, 2.03241], [-0.85250, 1.06280, 0.65011], [-0.61506, 0.71013, -0.78008], [0.42002, 1.09691, 0.01099], [-2.06338, -1.41853, -0.97789], [0.33555, -0.62084, -2.74873], [2.27336, -0.84219, -1.37830], [0.98636, -2.16648, -0.69905], [0.04791, -1.00545, 0.57188], [-0.20832, 1.53479, 2.62393], [-0.86791, -0.30682, 2.70322], [-1.41959, 1.91383, 0.79743], [-1.15724, 1.47036, -1.44197], [1.18170, 1.96207, -0.01313], [-1.07834, -1.76488, -1.30089], [1.14880, 0.02088, 1.89497]]
}


Which one sits at the bottom of the stability order? arrangement B does.


Arrangement A

{
  "formula": "C7H10O2",
  "method": "ωB97M-V/def2-TZVPD",
  "homo_lumo_gap_ev": 10.47,
  "lumo_ev": 0.95,
  "homo_ev": -9.515,
  "smiles": "C1O[C@H]2CO[C@@H]1C21CC1",
  "elements": ["C", "C", "C", "C", "C", "C", "C", "H", "H", "H", "H", "H", "H", "H", "H", "H", "H", "O", "O"],
  "coordinates": [[2.33081, 0.56374, 0.04924], [1.54629, 0.32538, -1.33678], [0.80504, 0.09452, -0.13939], [-0.13270, -1.18544, 0.21599], [-1.30625, -0.90435, -0.74672], [-0.39481, 0.94060, 0.05338], [-1.01335, 0.51692, 1.50502], [2.40214, 1.57231, 0.36800], [3.18819, -0.22938, 0.30187], [1.91325, -0.75392, -1.44901], [1.56068, 1.08230, -2.03121], [0.59908, -1.99531, 0.26021], [-1.38435, -1.51583, -1.73520], [-2.41805, -0.94917, -0.21322], [-0.07515, 1.95529, -0.02168], [-2.13689, 0.55254, 1.79502], [-0.65096, 1.17805, 2.22984], [-1.13738, 0.50578, -1.21684], [-0.61362, -0.88142, 1.57820]]
}


Arrangement B

{
  "formula": "C7H10O2",
  "method": "ωB97M-V/def2-TZVPD",
  "homo_lumo_gap_ev": 8.52,
  "lumo_ev": 0.74,
  "homo_ev": -7.780,
  "smiles": "C=C/C=C(\\O)OC.C#C",
  "elements": ["C", "C", "C", "C", "C", "C", "C", "O", "O", "H", "H", "H", "H", "H", "H", "H", "H", "H", "H"],
  "coordinates": [[0.68327, -2.17434, 0.79204], [0.70701, 2.03952, 1.85743], [-0.31533, -1.22777, 0.28370], [-0.34264, 1.84951, 2.28940], [1.95310, -2.20633, 0.47818], [-0.36178, -0.24428, -0.66862], [-1.67228, 1.41290, -1.81988], [0.61794, 0.14398, -1.51933], [-1.57204, 0.45700, -0.76903], [0.36257, -2.95458, 1.46580], [1.57927, 2.12456, 1.23737], [-1.32681, -1.30704, 0.71652], [-1.28749, 1.67075, 2.80609], [2.61737, -2.91889, 0.86692], [2.38341, -1.38362, -0.13195], [-0.89053, 2.19376, -1.93768], [-2.59738, 1.92729, -1.56239], [-1.91740, 0.96422, -2.78790], [1.37974, -0.36664, -1.59668]]
}


Which one sits at the bottom of the stability order? arrangement A does.


Arrangement A

{
  "formula": "C3H4N2O3",
  "method": "ωB97M-V/def2-TZVPD",
  "homo_lumo_gap_ev": 8.77,
  "lumo_ev": -0.09,
  "homo_ev": -8.853,
  "smiles": "O/N=C1/COC=NO1",
  "elements": ["C", "C", "C", "H", "H", "H", "H", "N", "N", "O", "O", "O"],
  "coordinates": [[0.64703, -0.10239, -0.05711], [-0.39736, -1.01493, 0.22118], [-1.83411, 0.41867, -0.35507], [2.58675, 1.20554, 0.01688], [-0.17748, -2.13438, 0.09377], [-0.55458, -0.53327, 1.34699], [-2.92082, 0.75724, -0.19342], [1.92852, -0.61604, -0.23351], [-1.13224, 1.40103, 0.03507], [2.93586, 0.18807, -0.25549], [-1.58339, -0.91047, -0.45309], [0.50182, 1.34094, -0.16619]]
}


Arrangement B

{
  "formula": "C3H4N2O3",
  "method": "ωB97M-V/def2-TZVPD",
  "homo_lumo_gap_ev": 9.70,
  "lumo_ev": -0.23,
  "homo_ev": -9.936,
  "smiles": "O=CNN(C=O)C=O",
  "elements": ["C", "C", "C", "H", "H", "H", "H", "N", "N", "O", "O", "O"],
  "coordinates": [[0.99314, 1.70795, -0.62220], [-1.49358, -0.84668, -0.24210], [0.20284, -0.76205, 1.39450], [0.17434, 2.23111, -0.00363], [1.01428, -0.37541, -1.33321], [-2.00602, -0.22065, -1.16380], [1.21728, -0.51832, 1.39414], [0.41736, 0.28192, -0.95168], [-0.30079, -0.21657, 0.13267], [2.14465, 2.09192, -1.03799], [-2.09210, -1.80282, 0.31869], [-0.27141, -1.57042, 2.11460]]
}


Which one sits at the bottom of the stability order? arrangement A does.